Record 1
{"formula": "C4H9NO", "method": "wB97M-V/def2-TZVPD", "largest_force_ev_per_a": 3.65, "lumo_ev": 0.94, "orbital_gap_ev": 10.06, "e_above_lowest_kcal_mol": 64.13, "spin_multiplicity": 1, "smiles": "OC[C@@H]1CCN1", "homo_energy_ev": -9.12, "species": ["C", "C", "C", "C", "H", "H", "H", "H", "H", "H", "H", "H", "H", "N", "O"], "coordinates": [[0.415, 0.308, 1.387], [-0.653, -0.021, 0.320], [-0.100, -0.887, -0.822], [-0.049, 0.340, -1.673], [0.255, -1.267, 2.541], [-0.065, 1.025, 2.109], [1.245, 0.849, 0.796], [-1.566, -0.428, 0.718], [0.791, -1.479, -0.642], [-0.723, -1.629, -1.260], [-0.466, 0.397, -2.610], [0.975, 0.710, -1.792], [-0.155, 1.915, -0.400], [-0.821, 1.097, -0.669], [0.917, -0.930, 1.997]], "forces_ev_per_angstrom": [[-0.2058, -0.2708, -0.7729], [1.2200, -0.1605, -0.6325], [0.3753, -1.2320, -0.0223], [1.8654, 0.9018, 1.2994], [-1.8338, -0.8455, 1.4967], [0.8025, -0.6684, -0.2830], [-0.8405, -1.0851, 1.3708], [-0.5312, 0.2795, 0.5131], [0.5675, 0.4796, 0.2425], [-1.2647, -0.4933, 0.0455], [-1.2233, -0.4392, -2.2438], [0.0583, 0.1097, 0.0685], [-2.0474, -1.4891, -0.1749], [1.5005, 2.2825, 1.0921], [1.5573, 2.6307, -1.9993]]}

---

Record 2
{"formula": "C4H7NO", "method": "wB97M-V/def2-TZVPD", "largest_force_ev_per_a": 1.47, "lumo_ev": 0.87, "orbital_gap_ev": 10.10, "e_above_lowest_kcal_mol": 37.50, "spin_multiplicity": 1, "smiles": "CN1CCC1=O", "homo_energy_ev": -9.23, "species": ["C", "N", "C", "C", "C", "O", "H", "H", "H", "H", "H", "H", "H"], "coordinates": [[0.132, -1.817, 0.258], [0.089, -0.392, 0.078], [0.669, 0.594, -0.818], [-0.451, 1.635, -0.131], [-0.804, 0.419, 0.690], [-1.553, 0.209, 1.616], [0.152, -2.001, 1.335], [-0.777, -2.278, -0.151], [1.009, -2.264, -0.212], [0.795, 0.154, -1.835], [1.667, 0.963, -0.554], [-0.088, 2.408, 0.573], [-1.318, 2.080, -0.645]], "forces_ev_per_angstrom": [[0.1005, -0.1868, 0.0613], [-0.2132, 0.0079, 0.4597], [-0.2863, 0.5881, 0.2519], [0.3196, -0.2364, -0.2841], [-0.1315, -0.1658, 0.3259], [-0.1051, -0.0209, -0.1781], [0.0563, -0.2225, -0.1189], [0.2182, -0.0015, 0.0321], [-0.0351, 0.1254, 0.0551], [-0.9370, 1.1106, 0.1969], [-0.0325, -0.2775, 0.3121], [0.4565, -0.2520, -0.7384], [0.5894, -0.4686, -0.3753]]}

---

Record 3
{"formula": "C4H8O2", "method": "wB97M-V/def2-TZVPD", "largest_force_ev_per_a": 0.50, "lumo_ev": 1.14, "orbital_gap_ev": 11.20, "e_above_lowest_kcal_mol": 29.29, "spin_multiplicity": 1, "smiles": "CC1OCCO1", "homo_energy_ev": -10.06, "species": ["C", "C", "O", "C", "C", "O", "H", "H", "H", "H", "H", "H", "H", "H"], "coordinates": [[1.691, 1.130, -0.417], [0.540, 0.174, -0.343], [0.510, -0.528, 0.871], [-0.724, -1.199, 0.732], [-1.642, -0.110, 0.138], [-0.715, 0.818, -0.423], [1.701, 1.636, -1.387], [2.624, 0.572, -0.290], [1.594, 1.864, 0.382], [0.591, -0.588, -1.149], [-0.596, -1.991, -0.026], [-1.021, -1.657, 1.673], [-2.261, 0.409, 0.876], [-2.293, -0.529, -0.638]], "forces_ev_per_angstrom": [[-0.0306, 0.0770, 0.0602], [0.2963, -0.1498, -0.3759], [0.1112, -0.0775, -0.0042], [-0.1738, -0.3698, -0.1673], [-0.2654, -0.1251, 0.0977], [0.0058, 0.0086, -0.0251], [-0.0099, -0.0773, 0.1939], [-0.1393, 0.1264, -0.0431], [0.0669, 0.0465, -0.0451], [0.1001, 0.2448, 0.0045], [-0.1122, 0.0027, 0.2707], [-0.0758, 0.2618, 0.0003], [0.1618, -0.0658, -0.0397], [0.0650, 0.0976, 0.0734]]}

---

Record 4
{"formula": "C30H70N10O10", "method": "wB97M-V/def2-TZVPD", "largest_force_ev_per_a": 4.35, "lumo_ev": 0.45, "orbital_gap_ev": 9.40, "e_above_lowest_kcal_mol": 48.45, "spin_multiplicity": 1, "smiles": "CNC(C)=O.CNC(C)=O.CNC(C)=O.CNC(C)=O.CNC(C)=O.CNC(C)=O.CNC(C)=O.CNC(C)=O.CNC(C)=O.CNC(C)=O", "homo_energy_ev": -8.95, "species": ["C", "C", "O", "N", "C", "H", "H", "H", "H", "H", "H", "H", "C", "C", "O", "N", "C", "H", "H", "H", "H", "H", "H", "H", "C", "C", "O", "N", "C", "H", "H", "H", "H", "H", "H", "H", "C", "C", "O", "N", "C", "H", "H", "H", "H", "H", "H", "H", "C", "C", "O", "N", "C", "H", "H", "H", "H", "H", "H", "H", "C", "C", "O", "N", "C", "H", "H", "H", "H", "H", "H", "H", "C", "C", "O", "N", "C", "H", "H", "H", "H", "H", "H", "H", "C", "C", "O", "N", "C", "H", "H", "H", "H", "H", "H", "H", "C", "C", "O", "N", "C", "H", "H", "H", "H", "H", "H", "H", "C", "C", "O", "N", "C", "H", "H", "H", "H", "H", "H", "H"], "coordinates": [[1.265, -2.121, -5.436], [0.010, -2.585, -4.750], [-1.042, -2.768, -5.393], [0.032, -2.843, -3.439], [-1.041, -3.538, -2.758], [1.288, -1.168, -6.063], [1.511, -2.967, -6.125], [2.079, -2.033, -4.703], [0.953, -2.720, -2.981], [-1.768, -2.845, -2.374], [-0.418, -4.146, -2.070], [-1.542, -4.209, -3.455], [-1.307, 1.273, 2.805], [-0.873, -0.087, 3.215], [0.087, -0.184, 3.997], [-1.531, -1.170, 2.734], [-1.116, -2.597, 2.998], [-1.667, 1.785, 3.714], [-2.105, 1.364, 2.129], [-0.437, 1.641, 2.343], [-2.478, -0.960, 2.461], [-0.838, -3.107, 2.039], [-1.946, -3.134, 3.533], [-0.280, -2.519, 3.699], [-2.124, 0.158, -3.361], [-3.506, -0.176, -3.897], [-4.471, 0.459, -3.586], [-3.500, -1.242, -4.771], [-4.633, -1.878, -5.404], [-2.202, 0.546, -2.364], [-1.668, 0.964, -3.971], [-1.468, -0.663, -3.441], [-2.621, -1.709, -4.946], [-5.195, -1.196, -6.062], [-5.307, -2.069, -4.578], [-4.390, -2.763, -5.952], [-4.603, -6.052, -0.584], [-4.076, -4.626, -0.556], [-3.070, -4.232, 0.031], [-4.893, -3.700, -1.188], [-4.490, -2.316, -1.397], [-5.622, -6.057, -0.872], [-4.449, -6.472, 0.401], [-3.994, -6.531, -1.344], [-5.777, -3.965, -1.566], [-4.203, -2.123, -2.426], [-3.634, -2.144, -0.717], [-5.281, -1.599, -1.128], [2.550, 1.530, 4.559], [3.470, 0.405, 4.175], [4.692, 0.649, 4.029], [2.941, -0.845, 3.935], [3.853, -1.965, 3.754], [3.265, 2.337, 4.769], [1.887, 1.275, 5.368], [1.918, 1.737, 3.651], [1.944, -0.960, 4.061], [3.205, -2.903, 3.493], [4.467, -2.203, 4.643], [4.495, -1.785, 2.856], [-3.716, 1.475, -0.552], [-5.150, 1.061, -0.344], [-5.588, 0.644, 0.721], [-5.910, 1.160, -1.459], [-7.267, 0.638, -1.548], [-3.113, 0.612, -0.312], [-3.480, 2.268, 0.151], [-3.468, 1.893, -1.548], [-5.405, 1.373, -2.305], [-7.693, 0.702, -0.516], [-7.314, -0.396, -1.903], [-7.823, 1.299, -2.255], [4.302, 3.153, 1.514], [5.062, 2.066, 0.792], [5.108, 2.058, -0.443], [5.737, 1.161, 1.643], [6.575, 0.171, 1.045], [4.207, 3.149, 2.618], [3.276, 3.193, 1.146], [4.823, 4.062, 1.228], [5.379, 1.029, 2.633], [5.946, -0.537, 0.465], [7.167, -0.340, 1.797], [7.257, 0.673, 0.296], [4.159, -0.289, -2.532], [3.258, -1.111, -1.683], [2.439, -1.784, -2.206], [3.386, -0.882, -0.353], [2.735, -1.716, 0.636], [3.625, 0.596, -2.949], [4.429, -0.795, -3.444], [5.058, 0.057, -1.996], [3.879, -0.011, -0.055], [2.525, -1.073, 1.495], [3.321, -2.596, 0.852], [1.821, -2.076, 0.192], [-0.211, 0.047, -0.069], [0.781, 1.214, -0.213], [1.289, 1.805, 0.757], [0.952, 1.661, -1.451], [1.706, 2.804, -1.838], [-0.178, -0.531, -0.951], [-1.162, 0.570, 0.061], [0.013, -0.492, 0.916], [0.759, 1.079, -2.203], [2.733, 2.802, -1.409], [1.152, 3.678, -1.553], [1.816, 2.724, -2.882], [2.104, 6.175, 5.721], [2.374, 5.851, 4.291], [3.447, 5.933, 3.707], [1.213, 5.379, 3.674], [1.192, 4.742, 2.365], [2.632, 7.026, 6.033], [2.434, 5.287, 6.265], [1.012, 6.272, 5.770], [0.400, 5.184, 4.257], [0.364, 5.040, 1.729], [1.117, 3.651, 2.444], [2.166, 4.967, 2.027]], "forces_ev_per_angstrom": [[1.2965, -0.0211, -0.5578], [-1.8228, 0.3982, -0.9483], [0.5231, 0.2715, 0.0898], [1.8599, 0.6653, -0.3510], [1.6410, -0.8691, -0.3280], [-0.7993, -1.2833, 0.9547], [-0.0142, 0.7201, 0.3741], [-0.1256, -0.0449, -0.2360], [-1.0153, -0.0618, -0.0961], [-0.1933, 0.0282, 0.7629], [-1.4584, 0.3040, 0.4803], [0.0028, 0.0267, -0.0582], [-0.8202, -0.2944, 1.5861], [0.6315, -1.1654, 1.4475], [-0.4118, -0.1676, -0.8756], [0.0215, -0.7290, 0.1950], [-0.8252, 0.9271, 0.0999], [0.7692, 0.1478, -0.3129], [-1.1514, -0.4104, -1.1119], [1.1357, 1.2633, -0.2729], [0.0200, -0.3764, -0.4315], [-0.3273, 0.4463, 0.9517], [0.7456, 0.4225, -0.7468], [-0.0176, -0.2005, -0.3140], [-0.3505, 1.2241, -1.0053], [2.0141, -1.8739, -1.5050], [-1.7236, 0.7705, -0.0423], [0.7835, 0.4732, 0.1348], [-1.1915, 1.7588, 0.8992], [0.0365, -0.1094, 0.4404], [-0.4188, -0.2934, 0.1547], [0.8179, -1.0718, 0.1814], [0.3228, 0.0704, 0.0754], [0.3704, -0.0927, 0.0259], [-0.6174, -0.6390, -0.0657], [0.4902, -0.4568, -0.0419], [1.4926, 1.1542, 0.0693], [-0.7407, 1.8025, 0.4756], [-0.3191, -1.0002, -0.5498], [0.7004, -0.1240, 0.0517], [0.2162, 0.1501, 0.9534], [-1.0089, -0.2084, -0.2253], [0.0422, -0.3403, 0.0279], [-0.0189, -0.5386, 0.0656], [-0.2099, -0.4071, -0.1550], [0.1356, -0.1011, -0.1498], [-0.3789, 0.0502, -0.4748], [0.1349, -0.4010, 0.0020], [0.2539, 0.0781, -1.4055], [0.7495, -0.6996, -0.4782], [-1.6417, -0.9243, 0.7280], [1.2464, 1.3389, 0.6704], [-1.0464, -1.7238, -1.2182], [-0.7431, 0.0636, 0.0922], [-0.1571, 0.0090, 0.3239], [0.5401, 0.0820, 0.8804], [-0.0171, -0.0222, 0.0502], [1.1859, 1.6560, 0.5686], [-0.3054, 0.3359, -0.4658], [-0.2851, -0.1323, 0.9175], [0.0994, 0.8419, -0.0764], [-0.9500, -0.1490, -0.5103], [0.4704, 0.0674, 0.0509], [-0.0207, -0.0170, 0.2627], [-0.2332, 1.0805, 0.5381], [0.2662, -0.1869, -0.0613], [0.0490, 0.0053, 0.3471], [-0.3880, -0.5406, 0.4925], [-0.2239, -0.2144, -0.0638], [0.1336, -0.1213, -0.9927], [0.1093, 0.0686, 0.0281], [0.1898, -0.6317, 0.6212], [-0.4553, 0.2002, 0.3430], [0.6157, -1.0082, 1.7238], [0.2200, -0.5353, 0.9382], [-1.5904, 1.7555, -0.8019], [0.2499, 0.0816, -1.5081], [0.5626, -0.4433, -0.6004], [0.1535, -0.0066, -0.3036], [-0.1414, 0.3406, 0.0396], [0.6088, 0.3625, -1.4310], [0.6210, -0.0764, 0.2591], [-0.0386, -0.0831, 0.0219], [-0.5676, -0.6069, 0.7918], [0.7895, 1.5559, -0.4476], [2.2324, 3.3294, 1.2064], [-2.8328, -3.1472, -1.0159], [0.6223, 0.5746, 0.1699], [-0.2891, 0.8126, -0.4792], [0.1647, -0.3254, 0.7160], [0.2316, -0.6816, -0.1086], [-0.4134, 0.0118, -0.3383], [-0.3884, -1.2642, -0.4811], [-0.0018, -0.5013, 0.1119], [0.3570, -0.1126, 0.4388], [-0.5705, -0.0806, 0.0365], [1.2423, 1.3332, 2.4320], [0.1044, 0.2522, 1.8009], [-0.6019, -0.7163, -0.7177], [0.2129, -0.0009, 0.0714], [1.2969, 0.1254, 1.4108], [-0.2269, -1.0896, -0.7723], [-0.0509, -0.4119, -0.1521], [-0.2804, 0.4868, -1.8379], [-0.8102, -1.4200, -1.0897], [-0.6750, 0.1326, -0.0175], [0.0823, 0.7600, 0.0228], [0.0826, 0.3482, -1.3868], [-0.8722, -1.3411, -0.6199], [-0.5098, -0.6475, -1.5570], [-0.7574, 0.0118, 0.5025], [-0.4761, -0.1514, 0.3126], [-0.0866, -0.6932, 1.1907], [0.6064, 1.1400, 0.5208], [-0.0810, 0.1891, 0.3269], [0.4358, 0.2756, 0.7367], [0.6200, 0.3033, -0.1213], [0.1437, 0.5719, -0.0747], [0.0879, 0.0945, 0.1173], [0.8475, 0.2377, -1.3224]]}